No. 1
80
Properties=species:S:1:pos:R:3:lowdin_charge:R:1 method="wB97M-V/def2-TZVPD" homo_energy_ev=-8.9 smiles="CC(C)C[C@H](NC(=O)c1nc[nH]c1C(=O)NCCCCCNC(=O)OC(C)(C)C)C(=O)OCc1ccccc1" homo_lumo_gap_ev=9.502 multiplicity=1
C 3.134 -2.176 -4.732 -0.065
C 1.664 -2.564 -4.872 -0.425
C 1.447 -3.373 -6.150 -0.078
C 1.172 -3.379 -3.670 -0.123
C 1.325 -2.664 -2.328 -0.197
N 0.703 -3.442 -1.277 0.134
C 0.433 -2.866 -0.094 -0.392
O 0.833 -1.735 0.177 0.054
C -0.362 -3.697 0.811 -0.145
N -0.825 -4.914 0.388 0.118
C -1.515 -5.405 1.379 -0.161
N -1.530 -4.568 2.435 0.140
C -0.805 -3.462 2.105 -0.090
C -0.670 -2.404 3.138 -0.446
O -1.159 -2.597 4.246 0.044
N -0.016 -1.310 2.751 0.106
C 0.317 -0.226 3.643 -0.161
C 1.830 -0.131 3.860 -0.173
C 2.649 0.124 2.590 -0.196
C 2.377 1.482 1.934 -0.166
C 1.344 1.396 0.806 -0.181
N 0.983 2.706 0.307 0.097
C 0.111 3.496 0.967 -0.572
O -0.521 3.152 1.941 0.071
O 0.037 4.697 0.355 0.030
C -0.889 5.702 0.825 -0.577
C -0.678 6.880 -0.128 -0.025
C -0.552 6.110 2.259 -0.020
C -2.326 5.188 0.726 -0.018
C 0.654 -1.283 -2.357 -0.480
O 1.237 -0.235 -2.417 0.120
O -0.666 -1.440 -2.368 0.015
C -1.497 -0.292 -2.167 -0.085
C -2.090 -0.350 -0.783 -0.187
C -2.690 -1.522 -0.339 -0.036
C -3.197 -1.602 0.945 -0.084
C -3.105 -0.516 1.799 -0.080
C -2.517 0.657 1.358 -0.072
C -2.014 0.739 0.071 -0.032
H 3.487 -1.717 -5.652 0.079
H 3.269 -1.459 -3.927 0.070
H 3.745 -3.055 -4.532 0.086
H 1.071 -1.645 -4.937 0.137
H 1.742 -2.793 -7.021 0.076
H 2.043 -4.283 -6.127 0.081
H 0.401 -3.649 -6.261 0.077
H 0.113 -3.610 -3.811 0.127
H 1.725 -4.321 -3.624 0.131
H 2.382 -2.503 -2.084 0.161
H 0.275 -4.334 -1.473 0.133
H -2.011 -6.354 1.362 0.121
H -1.965 -4.668 3.341 0.164
H 0.349 -1.273 1.798 0.086
H -0.071 0.713 3.241 0.106
H -0.178 -0.430 4.597 0.122
H 2.019 0.672 4.575 0.113
H 2.172 -1.066 4.310 0.114
H 2.467 -0.666 1.861 0.095
H 3.703 0.071 2.871 0.107
H 3.305 1.885 1.522 0.111
H 2.013 2.187 2.684 0.112
H 1.720 0.800 -0.025 0.115
H 0.428 0.932 1.172 0.088
H 1.530 3.121 -0.429 0.152
H 0.354 7.218 -0.078 0.086
H -1.335 7.700 0.143 0.087
H -0.891 6.575 -1.149 0.086
H -1.202 6.922 2.573 0.088
H -0.689 5.266 2.929 0.077
H 0.483 6.442 2.319 0.091
H -2.537 4.860 -0.290 0.091
H -2.471 4.350 1.401 0.074
H -3.019 5.981 0.992 0.089
H -2.278 -0.343 -2.934 0.139
H -0.899 0.614 -2.303 0.126
H -2.746 -2.373 -1.002 0.121
H -3.664 -2.517 1.280 0.106
H -3.486 -0.587 2.807 0.109
H -2.425 1.507 2.016 0.096
H -1.553 1.655 -0.267 0.107

---

No. 2
38
Properties=species:S:1:pos:R:3:lowdin_charge:R:1 method="wB97M-V/def2-TZVPD" homo_energy_ev="2.2 / -0.1" charge=-2 homo_lumo_gap_ev="2.317 / 4.743" multiplicity=6
Fe 1.115 -0.493 -0.108 0.656
P 2.451 -1.803 1.333 -0.026
O 2.969 -1.208 -0.004 -0.459
O 1.583 -0.579 1.807 -0.484
O 3.267 -2.622 2.415 -0.490
O 1.200 -2.387 0.756 -0.458
C 1.954 2.643 -0.558 -0.716
O 1.733 1.418 -0.409 -0.020
N 2.768 3.133 -1.454 0.163
N 1.609 3.451 0.405 0.156
H 3.195 2.497 -2.113 0.120
H 2.785 4.138 -1.555 0.082
H 1.340 2.973 1.253 0.132
H 1.991 4.384 0.342 0.092
C -1.654 1.207 -0.080 -0.886
O -0.787 0.460 0.135 0.044
N -1.483 2.464 0.277 0.154
N -2.835 1.003 -0.479 0.149
H -2.326 3.014 0.192 0.043
H -0.625 2.812 0.680 0.075
H -3.098 0.030 -0.421 0.098
H -3.506 1.734 -0.669 0.024
C -0.495 -0.921 -3.027 -0.764
O 0.158 -0.887 -1.996 -0.001
N -1.757 -1.375 -3.068 0.134
N 0.024 -0.477 -4.176 0.123
H -2.301 -1.035 -3.848 0.004
H -2.316 -1.711 -2.296 0.086
H 1.027 -0.436 -4.288 0.106
H -0.605 -0.915 -4.834 0.046
C -1.415 -2.604 3.440 -0.857
O -2.588 -2.631 3.707 -0.032
N -1.027 -2.033 2.358 0.172
N -0.407 -3.075 4.089 0.182
H -0.102 -2.049 1.954 0.030
H -1.769 -1.770 1.724 0.105
H -0.465 -3.443 5.028 0.107
H 0.390 -2.909 3.491 0.107

---

No. 3
60
Properties=species:S:1:pos:R:3:lowdin_charge:R:1 method="wB97M-V/def2-TZVPD" homo_energy_ev=-4.8 charge=-1 homo_lumo_gap_ev=7.493 multiplicity=1
C 2.394 -1.626 -2.360 -0.142
C 1.391 -0.883 -1.853 -0.227
Al -0.380 -0.528 -2.721 0.282
C -1.196 0.951 -1.588 -0.185
O -0.560 2.280 -1.671 -0.116
C -0.323 2.738 -2.916 -0.600
C 1.146 2.844 -3.244 0.004
O -1.192 3.057 -3.682 0.099
O -1.477 -2.060 -2.701 -0.204
N -2.381 -2.059 -3.663 -0.174
O -2.803 -0.962 -3.921 -0.093
H 3.402 -1.212 -2.423 0.032
H 2.193 -2.627 -2.734 0.036
H 1.603 -0.341 -0.921 0.024
H -0.173 -0.127 -4.255 -0.025
H -2.277 1.063 -1.715 0.046
H -1.021 0.658 -0.547 0.057
H 1.241 3.054 -4.306 0.081
H 1.620 3.634 -2.662 0.081
H 1.639 1.894 -3.037 0.066
C 7.113 0.476 3.420 -0.117
C 6.729 -0.892 2.866 -0.275
C 6.504 -0.897 1.355 -0.232
C 5.362 0.000 0.872 -0.226
C 3.998 -0.309 1.487 -0.265
C 3.491 -1.711 1.163 -0.108
H 6.328 1.213 3.250 0.064
H 7.290 0.428 4.496 0.065
H 8.028 0.844 2.948 0.072
H 5.835 -1.257 3.378 0.097
H 7.525 -1.605 3.100 0.100
H 6.323 -1.924 1.027 0.100
H 7.428 -0.582 0.858 0.106
H 5.285 -0.093 -0.216 0.108
H 5.612 1.047 1.066 0.099
H 3.279 0.421 1.108 0.101
H 4.033 -0.167 2.573 0.095
H 3.412 -1.846 0.083 0.046
H 2.500 -1.871 1.590 0.075
H 4.151 -2.484 1.562 0.063
C -6.534 0.956 2.843 -0.119
C -5.559 -0.095 2.323 -0.274
C -4.634 0.423 1.222 -0.227
C -5.344 0.888 -0.050 -0.223
C -6.220 -0.170 -0.721 -0.268
C -5.435 -1.393 -1.184 -0.100
H -7.203 1.309 2.056 0.062
H -7.156 0.553 3.645 0.063
H -5.997 1.821 3.241 0.072
H -6.116 -0.965 1.966 0.096
H -4.943 -0.449 3.154 0.101
H -3.911 -0.357 0.969 0.102
H -4.045 1.258 1.615 0.110
H -4.584 1.221 -0.762 0.101
H -5.954 1.769 0.170 0.099
H -6.707 0.289 -1.586 0.103
H -7.027 -0.480 -0.047 0.092
H -4.651 -1.101 -1.885 0.062
H -6.090 -2.105 -1.689 0.069
H -4.965 -1.913 -0.347 0.067

---

No. 4
17
Properties=species:S:1:pos:R:3:lowdin_charge:R:1 method="wB97M-V/def2-TZVPD" homo_energy_ev=-8.8 smiles=CCN1C[C@H]1C homo_lumo_gap_ev=9.949 multiplicity=1
C 0.784 -1.710 -1.205 -0.093
C 0.823 -0.933 0.111 -0.260
N 0.876 0.526 -0.079 -0.082
C -0.169 1.143 -0.871 -0.145
C -0.098 1.404 0.585 -0.312
C -1.207 0.857 1.484 -0.068
H 0.622 -2.782 -1.031 0.074
H -0.026 -1.330 -1.832 0.057
H 1.720 -1.617 -1.761 0.073
H -0.031 -1.238 0.728 0.091
H 1.734 -1.225 0.640 0.107
H 0.161 1.891 -1.593 0.105
H -0.984 0.496 -1.193 0.104
H 0.337 2.373 0.866 0.131
H -2.064 1.542 1.508 0.076
H -0.861 0.706 2.515 0.076
H -1.617 -0.102 1.128 0.067